(1)
Formula: C34H27Br2ClMgN3O6S3
Source: OMol25
Level of theory: ωB97M-V/def2-TZVPD

The HOMO energy is -0.1782 Eh. As for the total energy: -8930.67805 a.u. The value obtained for the molecular weight is 889.37 g/mol. As for the orbital gap: 0.2346 hartree. Its strongest force on any atom is 0.99 eV/A. The net charge is -1.

Structure (XYZ):
```
77
Properties=species:S:1:pos:R:3:mulliken_charge:R:1
Mg 1.04 0.63 -1.41 1.531
Cl -4.11 1.71 -6.28 -0.251
C -2.82 1.78 -5.10 0.004
C -2.35 3.04 -4.66 -0.520
C -1.34 3.12 -3.75 -0.914
C -0.69 1.96 -3.22 0.697
O 0.28 2.09 -2.39 -0.846
C -1.20 0.69 -3.68 1.467
C -0.63 -0.59 -3.32 -0.769
O 0.36 -0.79 -2.62 -0.598
C -2.26 0.64 -4.62 -1.078
H -2.81 3.94 -5.06 0.424
H -0.98 4.08 -3.39 0.445
H -1.15 -1.47 -3.73 0.233
H -2.62 -0.33 -4.95 0.382
C 2.13 0.69 -4.95 -1.003
C 3.24 0.64 -3.94 0.877
C 4.57 0.57 -4.40 -1.118
C 5.61 0.50 -3.52 -0.874
C 5.35 0.51 -2.14 1.118
C 6.34 0.41 -1.13 -0.076
Br 8.18 0.29 -1.59 -0.269
C 5.99 0.39 0.18 -0.468
C 4.64 0.50 0.56 -0.242
Br 4.25 0.47 2.41 -0.162
C 3.60 0.65 -0.35 0.341
O 2.35 0.82 -0.02 0.288
C 3.99 0.61 -1.75 0.112
N 2.96 0.66 -2.65 -0.361
H 2.53 0.77 -5.96 0.446
H 1.47 1.54 -4.76 0.076
H 1.53 -0.22 -4.90 0.134
H 4.76 0.56 -5.47 0.380
H 6.63 0.43 -3.87 0.339
H 6.74 0.29 0.95 0.424
C -0.88 -1.32 5.51 -1.463
C -0.74 -0.27 4.44 1.052
C -1.86 0.30 3.84 -0.490
C -1.74 1.25 2.84 -0.468
C -0.48 1.65 2.44 0.082
C 0.66 1.09 3.00 -0.059
C 0.53 0.14 4.00 -0.787
S -0.32 2.81 1.09 1.017
C 0.42 4.11 2.06 -1.202
O -1.72 3.26 0.76 -0.776
H -1.82 -1.21 6.04 0.355
H -0.06 -1.24 6.24 0.446
H -0.84 -2.32 5.09 0.148
H -2.84 -0.03 4.15 0.294
H -2.61 1.69 2.38 0.549
H 1.65 1.35 2.63 -0.312
H 1.41 -0.32 4.42 0.332
H -0.26 4.34 2.89 0.398
H 0.53 4.97 1.40 0.410
H 1.39 3.78 2.42 0.348
C -3.41 0.69 -0.64 -1.275
C -1.96 0.50 -0.52 0.494
N -0.84 0.35 -0.37 -0.133
H -3.66 1.02 -1.64 0.352
H -3.70 1.46 0.08 0.290
H -3.93 -0.24 -0.42 0.305
O -0.19 -4.98 4.54 -0.663
S -0.83 -5.26 3.28 1.211
O -1.23 -6.62 3.04 -0.691
N 0.03 -4.66 2.04 -0.583
C -0.64 -3.74 1.34 0.087
S -0.10 -2.93 -0.03 -0.372
C -1.99 -3.43 1.95 -0.034
C -2.94 -2.52 1.53 0.353
C -4.12 -2.40 2.24 -0.362
C -4.36 -3.18 3.37 -0.533
C -3.41 -4.10 3.80 -0.719
C -2.24 -4.20 3.07 0.083
H -2.72 -1.93 0.65 -0.025
H -4.88 -1.69 1.92 0.367
H -5.28 -3.07 3.93 0.384
H -3.57 -4.72 4.68 0.416
```

(2)
Formula: C19H23NO4S
Source: OMol25
Level of theory: ωB97M-V/def2-TZVPD

The HOMO energy is -0.3117 Eh. As for the total energy: -1491.68362 a.u. The value obtained for the molecular weight is 361.46 g/mol. As for the orbital gap: 0.3303 hartree. Its strongest force on any atom is 4.55 eV/A.

Structure (XYZ):
```
48
Properties=species:S:1:pos:R:3:nbo_charge:R:1
O -1.42 -1.84 5.00 -0.536
O 3.23 -0.49 -6.21 -0.860
O 4.55 1.11 -4.92 -0.898
O 2.00 1.35 -4.79 -0.587
C -1.70 -0.97 4.18 0.626
C 0.18 1.51 -3.21 -0.212
C 1.44 -0.55 -1.79 -0.254
C 1.39 0.92 -3.67 0.212
C 1.97 -0.08 -2.94 0.139
C -0.37 1.05 -2.03 -0.024
C 0.29 0.05 -1.26 0.010
N 3.11 -0.61 -3.52 -0.612
C 4.21 -1.21 -2.78 -0.411
C -3.10 -0.31 4.03 -0.521
C -1.71 1.61 -1.59 -0.409
C 0.05 0.70 3.42 -0.616
C 0.16 -1.56 2.35 -0.383
C 0.75 -1.00 1.01 -0.388
C -3.00 0.54 2.72 -0.407
C -2.40 0.84 -0.45 -0.390
C -0.82 -0.55 2.95 -0.132
C -0.33 -0.53 -0.02 -0.239
C -1.92 -0.16 1.88 -0.194
C -1.32 0.48 0.61 -0.198
S 3.31 0.32 -4.98 2.360
H -0.31 2.30 -3.79 0.229
H 1.87 -1.42 -1.31 0.217
H 4.57 -0.54 -2.02 0.206
H 3.93 -2.18 -2.34 0.215
H 5.03 -1.38 -3.48 0.239
H -3.87 -1.11 3.99 0.240
H -3.30 0.32 4.87 0.236
H -2.41 1.64 -2.44 0.219
H -1.52 2.61 -1.22 0.209
H 0.91 0.35 3.96 0.222
H -0.51 1.36 4.07 0.210
H 0.38 1.29 2.55 0.212
H 0.98 -1.79 3.04 0.217
H -0.36 -2.48 2.15 0.206
H 1.42 -0.17 1.25 0.204
H 1.33 -1.80 0.60 0.205
H -3.95 0.57 2.17 0.216
H -2.68 1.55 2.97 0.202
H -3.21 1.40 -0.01 0.214
H -2.75 -0.10 -0.88 0.194
H -0.86 -1.41 -0.38 0.212
H -2.41 -1.07 1.47 0.199
H -0.82 1.44 0.81 0.200
```

(3)
Formula: C3H14O3S
Source: OMol25
Level of theory: ωB97M-V/def2-TZVPD

The HOMO energy is -0.3236 Eh. As for the total energy: -746.57054 a.u. The value obtained for the molecular weight is 130.21 g/mol. As for the orbital gap: 0.3439 hartree. Its SMILES is CCSC.O.O.O. Its strongest force on any atom is 2.20 eV/A.

Structure (XYZ):
```
21
Properties=species:S:1:pos:R:3:nbo_charge:R:1
C -0.98 0.37 -2.27 -0.634
C -0.26 0.07 -0.97 -0.507
S 0.13 -1.77 -0.87 0.119
C 1.80 -1.66 -0.15 -0.729
H -1.59 1.27 -2.19 0.208
H -0.28 0.47 -3.09 0.225
H -1.67 -0.42 -2.56 0.215
H 0.71 0.51 -0.80 0.219
H -0.85 0.15 -0.06 0.212
H 1.70 -1.04 0.74 0.214
H 2.47 -1.30 -0.92 0.220
H 1.99 -2.66 0.23 0.234
H -3.10 -1.56 -0.56 0.466
H -3.48 -2.34 -1.80 0.467
O -3.79 -2.13 -0.91 -0.931
H -0.87 4.17 -0.37 0.473
H -0.54 2.88 -1.20 0.470
O -0.41 3.84 -1.14 -0.942
H 3.51 0.94 6.11 0.465
H 2.28 0.14 6.36 0.464
O 3.23 0.07 6.42 -0.929
```